A:
C7H6N2O | ωB97M-V/def2-TZVPD

- SMILES = O=c1[nH]cc2[nH]cccc1-2
- net charge = 0
- 2S+1 = 1
- lowest unoccupied orbital energy (eV) = 0.01

```
16
C7H6N2O, DFT ωB97M-V/def2-TZVPD
O 1.3275 1.0501 2.6424
N -0.9614 -0.6051 -1.2390
N -0.8436 0.3499 2.2541
C 0.4989 0.2848 0.4190
C 1.6165 0.3037 -0.4546
C -0.8091 -0.2215 0.0631
C 0.0369 -0.5788 -2.1378
C 0.4858 0.6029 1.8857
C -1.5805 -0.1213 1.2297
C 1.2939 -0.0711 -1.7803
H 2.0741 -0.0080 -2.5294
H 2.6305 0.5275 -0.1109
H -1.9022 -0.8719 -1.5015
H -0.1576 -0.9041 -3.1405
H -1.0688 0.6120 3.1963
H -2.6408 -0.3490 1.2039
```

=====

B:
C7H6N2O | ωB97M-V/def2-TZVPD

- SMILES = CC(=O)[C@@H]1CC1(C#N)C#N
- net charge = 0
- 2S+1 = 1
- lowest unoccupied orbital energy (eV) = 0.27

```
16
C7H6N2O, DFT ωB97M-V/def2-TZVPD
O 1.1679 1.4685 -0.6237
N -2.9995 -1.8734 0.5976
N -2.0805 2.2231 0.4348
C -1.7592 1.1870 0.1348
C 2.2597 0.1846 1.1283
C -2.2617 -1.0860 0.2147
C -0.6092 -0.2265 -1.5081
C -1.3366 -0.1119 -0.2320
C 0.1182 -0.5955 -0.2849
C 1.1361 0.4856 0.0939
H 1.9529 0.6117 2.0910
H 3.1963 0.5771 0.7939
H -0.7509 -1.1046 -2.1279
H 0.1926 -1.5786 0.1075
H 2.1860 -0.8975 1.3404
H -0.4121 0.7363 -2.1602
```

=====

Pick A: it beats the second-best structure by 1.499 eV.